No. 1
ORCA calculation (wB97M-V/def2-TZVPD) on the ion C3H8NO2 with charge +1.

The calculation puts the relative energy (zero: lowest compared OMol25 entry of this formula, charge and spin) at 81.6 kcal per mole. As for the HOMO energy: -13.17 eV. The energy is -323.99716 a.u. Its max |F| is 0.121 Eh/bohr. Its HOMO-LUMO gap is 0.3115 Eh.

ORCA input file:
```
! wB97M-V def2-TZVPD RIJCOSX def2/J DEFGRID3
* xyz 1 1
O 1.036 -0.056 0.394
O 3.229 -0.439 0.437
N -2.452 0.478 0.346
C 2.067 -0.605 0.037
C -0.137 -0.314 -0.301
C -1.189 0.842 0.018
H -0.626 -1.245 -0.058
H 1.921 -1.318 -0.803
H -1.260 1.319 -1.004
H -2.708 -0.253 1.067
H -0.660 1.554 0.622
H -2.945 0.095 -0.570
H 0.118 -0.248 -1.336
H 3.605 0.190 1.151
*
```

Here are the Löwdin charges for atoms 1 to 2, given in e: O 0.1266; O 0.2690

---

No. 2
ORCA calculation (wB97M-V/def2-TZVPD) on a cluster of 12 separate species, C67H130F18N8O13 in total.

As for the HOMO energy: -5.77 eV. The energy is -5844.24708 a.u. Its max |F| is 0.077 Eh/bohr. Its HOMO-LUMO gap is 0.1674 Eh.

ORCA input file:
```
! wB97M-V def2-TZVPD RIJCOSX def2/J DEFGRID3
* xyz 0 1
F 5.395 4.186 -2.907
F -2.452 -4.248 6.648
F -3.033 -2.254 6.054
F 0.327 -0.888 -2.711
F 2.577 6.946 4.645
F -1.551 -2.545 7.664
F 3.398 5.060 -3.033
F -4.074 1.299 0.974
F 3.746 8.537 3.691
F 3.685 3.393 -1.705
F -4.298 2.762 -0.697
F -5.668 2.828 0.958
F -0.915 -2.113 -4.130
F 5.833 -3.508 5.125
F 2.041 7.648 2.619
F 6.481 -1.623 3.986
F -1.749 -1.212 -2.438
F 4.469 -2.664 3.709
O -3.860 3.348 2.753
O -1.400 -2.768 4.047
O -0.014 -4.081 5.402
O 5.557 -1.269 6.745
O 3.477 -1.946 5.951
O 4.019 1.638 -3.777
O 4.622 6.599 1.679
O 3.142 5.087 2.763
O 4.488 -1.933 -2.133
O 0.788 -3.820 -2.705
O 4.053 3.515 -5.198
O -2.266 3.565 1.169
O -0.073 -2.905 -0.726
N 0.485 0.259 1.197
N -2.030 1.564 -8.079
N 1.523 -5.847 1.522
N -1.427 5.956 -1.294
N -4.547 -2.387 2.620
N 5.996 0.354 -2.433
N 0.109 -6.218 3.146
N 0.479 5.911 -0.324
C 1.387 -4.012 5.021
C 2.992 3.944 -6.113
C -1.946 -3.020 6.469
C -2.367 1.264 -9.506
C -2.793 5.737 -1.593
C 3.124 -2.222 -2.459
C -6.192 -0.803 1.492
C -0.736 5.336 -0.301
C -0.661 2.207 -8.091
C 1.600 -0.662 1.519
C -2.577 1.044 -5.217
C 0.589 -4.823 1.484
C -0.328 -3.138 -1.973
C 1.541 -1.129 3.024
C 1.650 5.730 0.569
C -3.662 7.069 -1.513
C -0.417 1.702 -0.795
C 0.232 0.904 3.572
C -3.644 0.040 -11.309
C 4.498 -1.008 -1.053
C 1.477 0.069 3.952
C 5.886 0.880 0.050
C 3.273 -2.099 7.302
C 0.722 0.907 -0.192
C -2.924 2.551 3.489
C -0.270 -5.054 2.469
C 4.096 6.306 2.828
C -0.702 6.912 -1.884
C -3.580 -2.451 1.416
C -0.807 -0.502 1.125
C 2.072 -1.294 7.753
C -0.011 2.353 -2.189
C 2.727 -5.972 0.674
C 3.788 3.922 2.303
C -4.158 -1.251 3.590
C 2.357 2.774 -6.820
C -3.543 3.632 1.443
C -3.630 -4.896 1.405
C 3.228 -4.641 0.197
C -2.814 2.345 -5.887
C -3.111 2.344 -7.387
C 0.534 6.924 -1.246
C -1.420 0.335 -5.875
C 5.812 -0.218 -1.044
C -1.859 0.247 -7.347
C -0.818 -2.877 5.243
C -0.594 -6.844 4.250
C 3.638 2.831 3.371
C 1.206 -6.677 2.508
C 3.097 7.360 3.438
C 3.577 2.897 -3.946
C -4.610 -4.897 2.544
C 0.469 -5.156 -3.095
C -3.512 0.305 -9.810
C -3.529 1.966 4.742
C 2.122 -5.008 5.831
C -5.910 -2.105 2.143
C -7.672 -0.633 1.083
C -0.633 -1.838 -2.822
C 5.419 -2.303 4.656
C 4.855 -1.372 5.740
C -4.389 2.627 0.635
C -3.797 -3.669 0.496
C 0.426 1.365 2.145
C 4.080 3.897 -2.878
C -4.394 -3.665 3.444
C 1.885 -5.815 -3.447
H -0.820 -6.064 5.019
H -2.626 -4.779 1.817
H -0.949 2.754 -2.575
H -3.873 -0.396 3.031
H -1.121 -3.807 -2.271
H 2.130 6.680 0.575
H -4.736 6.919 -1.447
H -2.038 3.021 -5.631
H 1.393 1.925 2.063
H -1.281 4.524 0.335
H 2.412 -5.342 -4.228
H -1.236 0.961 -0.896
H -4.732 -3.683 -0.063
H -0.214 -2.031 5.656
H 4.769 6.167 3.715
H -1.249 -0.323 -8.045
H -0.572 0.973 -5.845
H 2.448 -4.142 -0.393
H 1.216 -1.939 7.950
H -3.986 0.922 -11.808
H -3.461 7.635 -0.634
H 1.797 -0.540 7.087
H 0.337 1.554 -2.878
H 3.183 -4.968 5.548
H -4.486 1.471 4.551
H 0.693 -1.779 3.274
H 2.047 -4.692 6.903
H 0.084 1.409 -8.301
H 3.378 4.712 -6.792
H -2.341 1.089 -4.144
H 6.561 -0.936 -0.845
H 2.217 4.455 -5.475
H 3.311 -3.106 7.686
H 0.501 -4.062 0.681
H -3.618 -5.834 0.765
H -8.084 -1.420 0.434
H 1.701 -6.053 5.793
H 1.653 1.518 -0.162
H -3.770 2.781 5.432
H -0.260 -5.262 -3.882
H 1.489 7.427 -1.416
H -4.045 1.889 -7.604
H -0.813 -1.096 0.240
H 1.740 -2.965 5.274
H -3.438 -3.660 3.774
H -6.159 -2.879 1.422
H 4.128 -1.698 7.867
H 6.853 1.301 0.259
H -1.503 -7.381 3.878
H 4.847 4.014 2.062
H -4.982 -1.065 4.268
H 0.869 0.032 -0.850
H 1.593 -1.471 0.748
H 2.513 2.797 -4.057
H 3.178 -3.100 -3.148
H 5.179 1.684 -0.212
H 5.440 0.468 0.984
H 2.377 0.647 3.867
H -1.024 -0.575 -5.416
H -1.408 0.801 -9.842
H 5.810 -0.393 -3.163
H -6.482 -2.222 3.040
H -2.633 -2.619 1.904
H 2.727 -1.366 -3.124
H 2.648 2.937 3.800
H 6.929 0.739 -2.465
H 1.538 -4.192 3.945
H -5.576 -0.647 0.607
H -3.250 -1.599 4.079
H -4.476 -5.761 3.126
H -2.730 -0.245 -11.796
H 2.445 -6.005 -2.520
H 1.307 5.588 1.599
H -4.436 0.659 -9.422
H -2.829 1.305 5.222
H -3.586 0.533 -5.240
H 1.752 -7.578 2.868
H -5.698 -4.886 2.273
H 4.313 2.773 4.186
H 0.033 -5.765 -2.218
H -5.106 -3.545 4.252
H 0.076 -7.638 4.650
H -0.686 0.335 3.651
H -1.633 0.235 1.213
H -7.767 0.303 0.595
H 3.509 -6.503 1.177
H 1.695 3.191 -7.559
H 3.610 1.791 3.038
H -3.163 4.943 -0.931
H -0.580 2.952 -8.858
H 2.450 0.002 1.380
H -5.866 -0.001 2.107
H -1.093 7.622 -2.583
H 2.400 -1.752 3.155
H -2.917 5.328 -2.672
H -3.057 3.364 -7.780
H 2.291 -0.629 8.634
H -2.863 -0.244 -7.346
H 2.476 -6.626 -0.151
H -2.551 1.735 2.823
H -3.005 -3.723 -0.256
H -3.512 7.723 -2.375
H 4.330 -1.506 -0.111
H 3.349 3.724 1.263
H 1.740 2.166 -6.111
H 2.594 -2.431 -1.551
H -2.036 3.182 3.638
H 2.334 4.954 0.192
H 3.004 2.050 -7.382
H 1.753 -6.861 -3.803
H -3.357 -0.642 -9.294
H -4.376 -0.792 -11.495
H -0.413 1.957 1.840
H 0.090 1.712 4.265
H -3.595 -1.398 1.093
H -3.636 2.865 -5.457
H -0.771 -1.046 2.062
H -1.014 -4.419 2.970
H 0.774 3.131 -2.075
H 4.177 -4.736 -0.314
H 1.565 -0.331 4.961
H -3.980 4.619 1.249
H 4.544 -0.455 5.177
H -8.326 -0.517 1.957
H -0.527 2.659 -7.129
H -0.800 2.446 -0.063
H -2.535 2.250 -9.978
H 3.393 -4.021 1.066
H 3.510 -0.439 -1.184
H 4.806 1.384 -3.147
*
```

Here are the Löwdin charges for atoms 1 to 2, given in e: F 0.1774; F 0.1213

---

No. 3
ORCA calculation (wB97M-V/def2-TZVPD) on a cluster of 11 separate species, C17H56O12 in total.

The calculation puts the relative energy (zero: lowest compared OMol25 entry of this formula, charge and spin) at 98.3 kcal per mole. As for the HOMO energy: -9.86 eV. Its SMILES is OCCO.CCO.CCO.CCO.CCO.CCO.CO.CO.CO.CO.CO. The energy is -1584.00509 a.u. Its max |F| is 0.061 Eh/bohr. Its HOMO-LUMO gap is 0.3773 Eh.

ORCA input file:
```
! wB97M-V def2-TZVPD RIJCOSX def2/J DEFGRID3
* xyz 0 1
O 0.418 -0.117 -2.543
O 2.923 -0.911 -2.316
O 1.592 1.278 0.936
O -0.750 1.832 -4.388
O 3.500 -0.459 2.252
O -2.937 2.988 2.122
O -2.247 -3.290 -0.839
O -0.720 1.524 -0.691
O -2.692 3.426 -0.490
O 4.324 -1.954 -0.280
O -0.601 -2.722 1.670
O 0.478 1.725 5.600
C -0.500 -1.001 -3.141
C 0.891 -4.573 1.500
C -1.847 2.189 -6.483
C 6.187 -2.069 -1.773
C -1.920 1.835 5.374
C -3.576 -2.891 -0.472
C -0.737 0.639 0.489
C -0.773 1.004 5.819
C -0.221 -3.991 2.283
C 0.284 1.133 1.560
C 3.355 0.394 -2.541
C -4.452 -3.297 -1.665
C 5.742 -1.721 -0.407
C -3.754 4.077 2.590
C -2.189 4.796 -0.592
C -0.763 1.417 -5.772
C 2.696 -1.037 3.303
H -3.030 5.501 -0.671
H -1.748 0.780 0.874
H -1.494 -0.635 -2.882
H -1.543 2.423 -7.456
H 0.501 -4.720 0.495
H 3.483 -1.484 3.965
H 5.687 -1.341 -2.402
H -0.161 1.232 -3.924
H 0.189 2.579 5.256
H -4.093 -2.770 -2.544
H 1.240 -5.558 1.850
H 3.102 1.166 -1.717
H -0.821 0.826 6.905
H -2.844 1.241 5.557
H -1.602 5.034 0.324
H -3.034 3.054 1.202
H 2.035 -1.874 2.979
H 4.451 0.498 -2.654
H -1.812 3.175 -6.053
H 3.416 -1.206 -1.492
H 2.968 0.212 1.829
H 7.268 -1.989 -1.991
H 1.808 -4.012 1.477
H 0.133 1.760 -6.248
H -3.960 -3.484 0.379
H -0.796 0.304 -5.944
H 5.859 -3.109 -2.133
H -0.404 -0.962 -4.192
H -2.814 1.770 -6.594
H 4.026 -1.437 0.504
H 6.269 -2.350 0.356
H -4.773 3.789 2.825
H -1.925 2.854 -0.723
H -0.478 -2.014 -2.703
H 0.417 0.461 2.355
H -3.324 4.551 3.417
H -3.810 4.825 1.849
H 2.286 -0.249 3.892
H -1.542 4.820 -1.504
H 0.063 -3.852 3.370
H -0.134 1.072 -1.302
H -1.283 -2.254 2.185
H 2.867 0.725 -3.502
H -0.505 -0.408 0.283
H -1.881 2.820 5.861
H -5.530 -3.083 -1.562
H 0.057 2.126 1.968
H -3.663 -1.802 -0.276
H 1.549 1.894 0.193
H -4.448 -4.338 -1.927
H -0.705 0.064 5.360
H 6.082 -0.710 -0.242
H 1.329 -0.496 -2.557
H -1.100 -4.646 2.338
H -1.852 2.164 4.280
H -1.685 -3.162 -0.038
*
```

Here are the Löwdin charges for atoms 1 to 2, given in e: O -0.1736; O -0.1453

---

No. 4
ORCA calculation (wB97M-V/def2-TZVPD) on a structure of composition C18H55BrFeO10.

As for the HOMO energy (alpha / beta): -8.87 / -8.00 eV. The energy is -5308.88798 a.u. Its max |F| is 0.070 Eh/bohr. Its HOMO-LUMO gap (alpha / beta) is 0.3445 / 0.3122 Eh. The expectation value of S² is 6.01.

ORCA input file:
```
! wB97M-V def2-TZVPD RIJCOSX def2/J DEFGRID3
* xyz 0 5
Br 27.103 14.001 -6.672
Fe 24.969 15.428 -6.249
O 23.882 14.375 -7.827
O 22.548 16.198 -9.586
O 21.006 16.266 -7.064
O 28.148 11.165 -4.990
O 28.493 15.062 -3.637
O 24.246 13.864 -4.808
O 22.076 15.539 -3.651
O 26.116 16.494 -4.739
O 23.357 16.473 -5.783
O 25.526 16.775 -7.923
C 28.628 14.813 -1.280
C 25.036 13.735 -2.676
C 26.566 18.823 -4.381
C 30.423 11.970 -5.309
C 22.470 16.932 -10.740
C 21.869 16.583 -2.683
C 22.437 16.070 -11.989
C 20.483 14.982 -6.737
C 22.814 12.622 -9.028
C 29.185 14.396 -2.631
C 20.551 17.198 -2.884
C 26.426 19.105 -7.959
C 24.129 13.143 -8.507
C 29.463 10.818 -5.408
C 25.206 18.081 -8.107
C 19.478 14.547 -7.844
C 25.912 17.529 -3.846
C 24.699 12.905 -3.942
H 22.456 13.362 -9.742
H 21.762 16.409 -6.489
H 23.941 12.145 -3.750
H 30.181 14.823 -2.749
H 27.146 18.776 -7.209
H 22.010 12.587 -8.293
H 24.276 13.657 -1.899
H 24.874 18.106 -9.145
H 29.063 13.323 -2.773
H 22.143 16.700 -8.875
H 28.499 14.518 -4.428
H 24.346 18.401 -7.518
H 19.766 16.442 -2.889
H 25.980 20.086 -7.794
H 23.234 14.913 -8.288
H 22.141 16.631 -12.875
H 23.003 11.636 -9.452
H 21.576 17.528 -10.925
H 23.026 17.204 -5.225
H 21.742 15.237 -11.880
H 22.728 17.247 -2.784
H 26.069 19.304 -5.224
H 26.337 17.281 -2.873
H 29.665 9.990 -4.728
H 23.317 17.609 -10.855
H 31.465 11.670 -5.424
H 20.043 14.825 -5.752
H 23.442 14.145 -4.365
H 25.145 14.807 -2.840
H 19.922 14.439 -8.834
H 29.382 10.435 -6.425
H 25.925 13.491 -2.094
H 27.883 14.046 -1.072
H 20.439 17.605 -3.889
H 27.613 18.771 -4.679
H 25.537 12.315 -4.312
H 30.374 12.591 -4.414
H 24.845 13.358 -9.300
H 26.366 19.582 -3.624
H 30.130 12.638 -6.119
H 18.627 15.227 -7.857
H 24.866 17.719 -3.606
H 27.793 11.913 -5.476
H 24.537 12.463 -7.760
H 28.329 15.853 -1.152
H 22.355 15.981 -4.456
H 21.925 16.251 -1.646
H 21.300 14.262 -6.694
H 27.152 19.169 -8.769
H 25.911 16.445 -8.739
H 23.474 15.760 -12.122
H 29.411 14.651 -0.539
H 19.020 13.584 -7.616
H 26.995 16.158 -4.551
H 20.263 17.959 -2.159
*
```

Here are the Löwdin charges for atoms 1 to 2, given in e: Br 0.1977; Fe 0.5733

---

Among the records above, which one has the lowest energy? C67H130F18N8O13

---

energy of number 2 (C67H130F18N8O13)? -5844.24708 a.u.